DFT (the ωB97M-V functional and the def2-TZVPD basis) results for one molecule with the formula C3H4N2 at a distorted geometry.

The relative energy (zero: lowest compared OMol25 entry of this formula, charge and spin) is 192.8 kJ/mol. For the LUMO energy, the calculation gives 0.613 eV. The spin multiplicity is 1. The calculation puts the calculated total energy at -226.151747 hartree. The highest occupied orbital energy is -10.25 eV.

XYZ file:
```
9
Properties=species:S:1:pos:R:3:nbo_charge:R:1
N 2.71 0.30 -0.54 -0.2814
C 1.63 0.00 -0.24 0.2428
C 0.24 0.38 -0.07 -0.1976
C -1.02 -0.37 -0.26 -0.2324
N -0.65 0.15 1.06 -0.5448
H 0.23 1.40 -0.42 0.2366
H -1.78 0.20 -0.77 0.2065
H -1.04 -1.45 -0.42 0.2093
H -0.32 -0.60 1.66 0.3611
```

=====

DFT (the ωB97M-V functional and the def2-TZVPD basis) results for one molecule with the formula C3H4N2 at a distorted geometry.

The relative energy (zero: lowest compared OMol25 entry of this formula, charge and spin) is 380.1 kJ/mol. For the LUMO energy, the calculation gives -0.341 eV. The spin multiplicity is 1. The calculation puts the calculated total energy at -226.080396 hartree. The highest occupied orbital energy is -8.35 eV.

XYZ file:
```
9
Properties=species:S:1:pos:R:3:nbo_charge:R:1
N -1.26 -0.61 0.06 -0.6145
C -0.77 0.59 -0.03 0.0923
C 0.63 0.76 -0.05 -0.4954
C 1.18 -0.52 0.06 -0.0208
N 0.63 -1.65 0.18 -0.1045
H -2.28 -0.66 0.07 0.3825
H -1.42 1.48 -0.09 0.2032
H 1.16 1.70 -0.11 0.2430
H 2.14 -1.10 -0.09 0.3142
```

=====

DFT (the ωB97M-V functional and the def2-TZVPD basis) results for a 2-piece molecular cluster, C3H4N2 overall at a distorted geometry.

The relative energy (zero: lowest compared OMol25 entry of this formula, charge and spin) is 383.5 kJ/mol. For the LUMO energy, the calculation gives 0.892 eV. The spin multiplicity is 1. The calculation puts the calculated total energy at -226.079116 hartree. The highest occupied orbital energy is -10.70 eV.

XYZ file:
```
9
Properties=species:S:1:pos:R:3:nbo_charge:R:1
C 3.21 -0.89 -0.48 0.2594
C -0.34 0.06 -0.75 0.0361
C -0.41 -1.28 -0.10 -0.3039
N 2.73 0.07 -0.13 -0.7320
N -0.23 0.11 0.52 -0.3332
H 2.10 0.87 0.05 0.4655
H -0.52 0.86 -1.43 0.2135
H -1.41 -1.77 0.08 0.1960
H 0.43 -1.87 -0.34 0.1987
```

=====

DFT (the ωB97M-V functional and the def2-TZVPD basis) results for one molecule with the formula C3H4N2 at a distorted geometry.

The relative energy (zero: lowest compared OMol25 entry of this formula, charge and spin) is 206.5 kJ/mol. For the LUMO energy, the calculation gives 0.487 eV. The spin multiplicity is 1. The calculation puts the calculated total energy at -226.146528 hartree. The highest occupied orbital energy is -9.91 eV.

XYZ file:
```
9
Properties=species:S:1:pos:R:3:nbo_charge:R:1
C 0.58 0.51 0.01 -0.5775
C -0.96 0.70 -0.09 0.0757
C 0.50 -1.02 0.04 0.0871
H 1.16 0.78 -0.88 0.2573
H 1.07 1.03 0.92 0.2661
H -1.50 1.51 0.08 0.1884
H 1.42 -1.64 -0.09 0.2029
N -1.59 -0.43 0.04 -0.2309
N -0.68 -1.43 -0.02 -0.2692
```